The following is a quantum chemistry calculation of C30H43N5O7PRuS2Se2 as an isolated structure, from the Open Molecules 2025 dataset.

Its spin multiplicity is 5. The highest occupied orbital energy (alpha / beta) is -3.75 / -4.44 eV. The energy above the lowest of the compared OMol25 structures with the same formula, charge and spin comes out at 13.91 kcal/mol. The LUMO energy (alpha / beta) comes out at 2.235 / 1.817 eV. Its net charge is -1.

Positions of all 91 atoms, in Å:
Ru  -0.472  1.229  -1.136
C  -2.672  -7.323  1.216
O  -2.254  -7.842  -0.031
C  -1.147  -7.277  -0.599
C  -0.844  -7.698  -1.897
C  0.239  -7.168  -2.557
C  1.054  -6.194  -1.950
C  0.760  -5.810  -0.635
C  -0.334  -6.343  0.032
N  2.053  -5.644  -2.727
N  2.820  -4.750  -2.125
C  2.507  -3.468  -1.970
C  3.371  -2.684  -1.159
C  3.066  -1.409  -0.758
C  1.862  -0.780  -1.142
O  1.542  0.394  -0.769
C  0.997  -1.518  -2.036
N  -0.128  -0.873  -2.414
C  -0.927  -1.441  -3.287
C  -0.643  -2.675  -3.880
C  0.477  -3.360  -3.480
C  1.321  -2.811  -2.501
H  -3.612  -7.816  1.450
H  -2.830  -6.243  1.163
H  -1.946  -7.540  2.004
H  -1.483  -8.435  -2.366
H  0.478  -7.475  -3.568
H  1.383  -5.083  -0.134
H  -0.539  -6.013  1.040
H  4.274  -3.167  -0.806
H  3.723  -0.860  -0.095
H  -1.843  -0.912  -3.528
H  -1.310  -3.078  -4.630
H  0.720  -4.320  -3.912
O  0.509  6.033  -0.491
C  -0.692  6.174  0.238
C  -1.561  4.903  0.323
C  -2.895  5.373  0.929
O  -3.772  4.345  1.350
C  -0.908  3.891  1.269
Se  0.710  2.975  0.613
C  -1.769  4.358  -1.096
Se  -2.565  2.566  -1.176
H  0.918  5.186  -0.218
H  -1.258  6.977  -0.248
H  -0.478  6.501  1.265
H  -3.392  6.025  0.196
H  -2.693  5.978  1.819
H  -3.709  3.612  0.716
H  -1.622  3.115  1.533
H  -0.650  4.424  2.188
H  -0.803  4.290  -1.581
H  -2.399  5.047  -1.665
C  0.525  4.864  -3.862
O  1.210  3.713  -3.363
P  0.555  2.252  -3.180
O  -0.285  2.139  -4.549
C  -1.639  1.710  -4.650
O  1.835  1.384  -3.611
C  3.097  1.652  -2.978
H  1.194  5.347  -4.573
H  0.306  5.544  -3.042
H  -0.391  4.578  -4.383
H  -2.284  2.574  -4.807
H  -1.971  1.212  -3.742
H  -1.703  1.036  -5.503
H  3.659  0.720  -2.991
H  2.964  1.969  -1.945
H  3.626  2.421  -3.542
C  0.681  -1.595  6.454
C  -0.170  -0.434  5.954
N  -0.325  -0.437  4.496
C  0.741  -0.021  3.707
S  1.394  -1.009  2.545
N  1.195  1.231  3.903
C  0.439  2.332  4.484
C  1.201  3.034  5.599
H  0.814  -1.540  7.536
H  1.662  -1.580  5.978
H  0.211  -2.552  6.217
H  0.283  0.507  6.254
H  -1.166  -0.464  6.403
H  -0.615  -1.344  4.155
H  1.848  1.502  3.179
H  -0.520  1.953  4.830
H  0.228  3.039  3.682
H  1.452  2.349  6.410
H  0.606  3.852  6.009
H  2.135  3.454  5.220
S  -2.105  -0.910  0.884
C  -1.322  0.133  0.048

Löwdin atomic charge list, values in e, 5 entries:
1. Ru 0.63
2. C -0.09
3. O -0.09
4. C -0.29
5. C -0.02

The following is a quantum chemistry calculation of one molecule with the formula C30H43NO4S, from the Open Molecules 2025 dataset.

The highest occupied orbital energy is -7.34 eV. The energy above the lowest of the compared OMol25 structures with the same formula, charge and spin comes out at 0.02 kcal/mol. The LUMO energy comes out at 0.547 eV. The SMILES is CCCCCS(=O)(=O)CCCCCCCCCCn1c(-c2ccc(O)cc2)c(C)c2cc(O)ccc21.

Positions of all 79 atoms, in Å:
C  -3.472  -8.792  0.778
C  -2.187  -8.009  1.016
C  -2.472  -6.601  1.536
C  -1.185  -5.815  1.786
C  -1.462  -4.416  2.294
H  -1.901  -3.756  1.552
H  -2.095  -4.432  3.179
S  0.086  -3.650  2.864
O  -0.229  -2.299  3.284
O  0.688  -4.504  3.851
C  1.229  -3.552  1.449
C  0.592  -2.891  0.244
H  -0.243  -3.499  -0.111
H  0.199  -1.918  0.541
C  1.597  -2.724  -0.901
C  0.926  -2.380  -2.232
C  0.296  -0.988  -2.291
C  1.321  0.137  -2.429
C  0.620  1.492  -2.487
C  1.540  2.676  -2.783
C  2.713  2.856  -1.821
H  3.273  3.735  -2.142
H  3.384  1.997  -1.884
C  2.306  3.023  -0.349
N  1.357  4.083  -0.132
C  1.582  5.404  -0.415
C  2.748  6.073  -0.768
C  2.683  7.432  -0.974
C  1.477  8.133  -0.828
C  0.318  7.484  -0.460
C  0.364  6.106  -0.246
C  -0.611  5.151  0.155
C  0.028  3.935  0.217
C  -0.530  2.655  0.647
C  -1.704  2.162  0.077
C  -2.220  0.939  0.455
C  -1.570  0.176  1.423
C  -0.417  0.674  2.022
C  0.091  1.900  1.642
H  0.969  2.288  2.137
H  0.069  0.088  2.790
O  -2.074  -1.040  1.751
H  -1.496  -1.441  2.434
H  -3.122  0.554  0.006
H  -2.200  2.738  -0.690
C  -2.032  5.446  0.497
H  -2.091  6.339  1.118
H  -2.619  5.628  -0.405
H  -2.477  4.614  1.037
H  -0.608  8.030  -0.335
O  1.511  9.483  -1.058
H  0.630  9.850  -0.919
H  3.562  7.994  -1.247
H  3.691  5.557  -0.865
H  1.862  2.093  0.008
H  3.208  3.223  0.243
H  1.949  2.566  -3.791
H  0.937  3.587  -2.773
H  0.098  1.656  -1.545
H  -0.140  1.457  -3.272
H  2.005  0.112  -1.580
H  1.907  -0.016  -3.339
H  -0.373  -0.951  -3.154
H  -0.313  -0.814  -1.402
H  0.154  -3.128  -2.432
H  1.670  -2.460  -3.029
H  2.141  -3.664  -1.025
H  2.326  -1.957  -0.639
H  1.547  -4.572  1.254
H  2.075  -2.979  1.823
H  -0.611  -5.768  0.858
H  -0.577  -6.332  2.532
H  -3.088  -6.065  0.810
H  -3.040  -6.670  2.466
H  -1.625  -7.943  0.081
H  -1.566  -8.540  1.740
H  -3.248  -9.789  0.407
H  -4.036  -8.889  1.703
H  -4.098  -8.286  0.047

Löwdin atomic charge list, values in e, 5 entries:
1. C -0.12
2. C -0.27
3. C -0.22
4. C -0.25
5. C -0.23

The following is a quantum chemistry calculation of a 5-piece molecular cluster, C30H44BF4N6O2 overall, from the Open Molecules 2025 dataset.

Its spin multiplicity is 2. The highest occupied orbital energy (alpha / beta) is -13.48 / -17.62 eV. The LUMO energy (alpha / beta) comes out at -10.346 / -10.346 eV. Its net charge is +4.

Positions of all 87 atoms, in Å:
C  -1.683  5.780  4.117
C  -1.409  5.404  2.664
O  -0.301  5.299  2.129
N  -2.684  4.828  1.990
H  -3.563  5.242  2.267
H  -2.629  5.248  1.073
C  -2.755  3.326  1.926
H  -2.439  5.135  4.564
H  -2.052  6.805  4.134
H  -0.786  5.749  4.737
H  -3.374  2.991  1.093
H  -3.267  2.947  2.810
H  -1.727  2.987  1.797
C  0.127  -2.618  -2.324
C  -0.577  -3.568  -1.352
O  -0.474  -4.777  -1.355
N  -1.541  -2.896  -0.444
H  -1.617  -3.430  0.409
H  -1.103  -2.035  -0.148
C  -2.978  -2.517  -1.027
H  -0.606  -2.089  -2.933
H  0.739  -3.105  -3.084
H  0.642  -1.994  -1.594
H  -3.239  -3.409  -1.597
H  -3.049  -1.599  -1.610
H  -3.685  -2.440  -0.202
C  1.566  -2.461  -9.515
N  1.351  -1.599  -8.177
C  0.162  -1.363  -7.587
C  0.083  -0.508  -6.488
C  1.205  0.000  -5.865
C  2.443  -0.368  -6.481
C  2.502  -1.162  -7.610
C  1.063  0.900  -4.610
C  -0.066  1.725  -4.352
C  -0.132  2.578  -3.310
N  0.820  2.544  -2.362
C  2.014  1.886  -2.566
C  2.108  0.982  -3.663
C  0.745  3.569  -1.221
H  2.633  -2.482  -9.737
H  1.077  -2.080  -10.412
H  1.117  -3.399  -9.189
H  -0.772  -1.733  -7.984
H  -0.868  -0.384  -5.991
H  3.385  -0.025  -6.077
H  3.407  -1.616  -7.988
H  -0.909  1.649  -5.022
H  -0.984  3.222  -3.146
H  2.867  2.049  -1.924
H  3.005  0.412  -3.854
H  1.667  3.613  -0.642
H  -0.167  3.391  -0.652
H  0.667  4.574  -1.637
C  2.541  2.624  2.448
N  2.200  1.336  3.079
C  1.601  1.466  4.360
C  1.040  0.410  4.969
C  1.067  -0.879  4.380
C  1.578  -0.949  3.050
C  2.195  0.198  2.404
C  0.495  -1.995  5.030
C  1.257  -3.120  5.412
C  0.579  -4.277  5.798
N  -0.784  -4.267  5.843
C  -1.463  -3.154  5.548
C  -0.872  -2.034  5.077
C  -1.529  -5.452  6.345
H  3.248  3.163  3.079
H  1.541  3.052  2.387
H  2.829  2.367  1.429
H  1.546  2.515  4.611
H  0.647  0.704  5.931
H  1.453  -1.930  2.617
H  2.601  0.201  1.403
H  2.335  -3.093  5.349
H  1.112  -5.184  6.041
H  -2.539  -3.245  5.557
H  -1.368  -1.269  4.499
H  -0.971  -6.356  6.103
H  -2.572  -5.557  6.046
H  -1.549  -5.283  7.421
B  -0.874  0.203  0.765
F  -1.880  0.146  -0.170
F  -0.210  1.380  0.704
F  -1.230  -0.079  2.064
F  0.016  -0.817  0.444

Löwdin atomic charge list, values in e, 5 entries:
1. C 0.04
2. C -0.30
3. O 0.14
4. N 0.09
5. H 0.18

Molar mass across the listed records, respectively: 939.80; 513.74; 607.53 g/mol.